The following is a quantum chemistry calculation of C25H29ClIIrN8O3S as an isolated structure in a non-equilibrium geometry, from OMol25.

```
! wB97M-V def2-TZVPD RIJCOSX def2/J DEFGRID3
* xyz 2 1
Ir -0.56964 0.31848 0.84507
Cl -2.18208 -1.69570 7.28255
C -1.53918 -0.87441 5.90709
C -0.68526 0.18462 6.07465
C -0.17128 0.89474 4.97345
I 1.11117 2.50372 5.23723
C -0.51655 0.53841 3.68499
O -0.11392 1.18363 2.60606
C -1.33956 -0.59451 3.51890
N -1.57885 -0.95188 2.22316
C -2.42409 -1.93399 1.97573
C -3.05697 -2.65555 2.99502
C -2.78650 -2.35029 4.30541
C -1.89959 -1.29738 4.60771
H -0.41068 0.49071 7.07487
H -2.62018 -2.16382 0.93647
H -3.76142 -3.43347 2.73805
H -3.26409 -2.89311 5.10979
N 1.66132 -4.65908 -0.54617
C 0.49503 -3.90726 0.08769
C -0.35187 -3.21146 -0.97414
C 0.22674 -1.87505 -1.50580
N -0.64279 -0.72963 -1.14679
C 1.64053 -1.58316 -1.00328
C 1.80609 -1.74152 0.51859
N 1.38606 -0.48120 1.14975
C 0.98631 -2.90576 1.11251
H 1.32995 -5.35752 -1.21546
H 2.21492 -5.14315 0.16516
H 2.28175 -4.01370 -1.03936
H -0.09444 -4.68382 0.57407
H -1.30686 -3.00720 -0.49295
H -0.56847 -3.88806 -1.80422
H 0.26879 -1.94484 -2.59457
H -1.58953 -0.87259 -1.48892
H -0.29038 0.11348 -1.61070
H 1.90193 -0.55417 -1.26131
H 2.36844 -2.18904 -1.55258
H 2.86552 -1.90571 0.73222
H 1.92611 0.31197 0.75660
H 1.56454 -0.48145 2.15421
H 0.08239 -2.47541 1.53811
H 1.52493 -3.38974 1.93032
N 2.30828 3.13190 -6.54708
C 2.10764 2.99681 -5.21203
C 1.17091 3.80332 -4.54252
C 0.98119 3.68457 -3.18620
C 1.70814 2.73775 -2.46342
C 2.63986 1.92696 -3.11256
C 2.83519 2.05012 -4.47038
S 1.52965 2.59801 -0.73187
O 2.49036 1.59412 -0.29918
O 1.52182 3.87000 -0.09947
N 0.07491 1.81404 -0.48745
C -1.13919 2.43554 -0.54752
N -2.05536 1.63209 0.04213
C -3.31899 2.05754 0.12092
C -3.67746 3.27057 -0.41807
C -2.66149 4.02396 -1.00647
N -1.40021 3.61441 -1.08188
H 1.84560 3.85535 -7.06575
H 3.04326 2.62746 -7.00688
H 0.61472 4.54417 -5.10288
H 0.28632 4.33037 -2.66850
H 3.23336 1.23202 -2.53490
H 3.57534 1.43903 -4.97151
H -4.02933 1.41000 0.61834
H -4.69593 3.62339 -0.37710
H -2.86692 5.00138 -1.42697
*
```

Calculated values
* HOMO: -12.31 eV
* maximum force: 0.035 Eh/bohr
* Kohn-Sham gap: 6.586 eV
* molar mass: 876.20 g mol⁻¹
* energy relative to the best compared isomer or geometry (same formula, charge and spin): 8.1 kcal/mol
* DFT total energy: -2893.82156 a.u.

Charges computed using Mulliken, reported in e:
1. Ir 3.356
2. Cl -0.219
3. C 0.531
4. C -0.381
5. C -0.515
6. I 0.133
7. C 0.195
8. O -0.617
9. C 0.730
10. N -0.488
11. C 0.019
12. C -1.300
13. C -0.705
14. C -0.388
15. H 0.451
16. H 0.712
17. H 0.475
18. H 0.477
19. N -0.130
20. C -0.314
21. C -1.329
22. C 0.669
23. N -0.863
24. C -1.490
25. C 0.416
26. N -0.806
27. C -0.136
28. H 0.409
29. H 0.418
30. H 0.234
31. H 0.659
32. H 0.144
33. H 0.309
34. H 0.699
35. H 0.314
36. H 0.335
37. H 0.086
38. H 0.358
39. H 0.478
40. H 0.220
41. H 0.360
42. H -0.672
43. H 0.544
44. N -0.470
45. C 1.136
46. C -0.835
47. C -0.415
48. C -0.343
49. C -0.281
50. C -0.953
51. S 1.348
52. O -0.941
53. O -0.677
54. N -1.176
55. C 0.412
56. N -0.277
57. C -0.038
58. C -0.901
59. C -0.201
60. N -0.283
61. H 0.198
62. H 0.195
63. H 0.313
64. H 0.539
65. H 0.541
66. H 0.315
67. H 0.511
68. H 0.421
69. H 0.483